<a>
{
  "formula": "C4H6O2",
  "method": "ωB97M-V/def2-TZVPD",
  "mol_weight_g_mol": 86.1,
  "smiles": "CC(=C=O)CO",
  "homo_ha": -0.31181,
  "species": ["C", "C", "C", "O", "C", "O", "H", "H", "H", "H", "H", "H"],
  "coordinates": [[-1.45, -0.32, 0.00], [-0.13, 0.36, 0.18], [0.50, 0.43, 1.40], [0.61, 0.99, 2.44], [0.87, 0.29, -0.96], [1.48, -0.93, -0.60], [-1.37, -1.18, -0.67], [-1.88, -0.64, 0.95], [-2.13, 0.41, -0.44], [0.39, 0.20, -1.94], [1.58, 1.13, -0.92], [1.54, -0.74, 0.56]],
  "lowdin_charge": [-0.0432, -0.2326, -0.1671, 0.1427, -0.2481, -0.1510, 0.0885, 0.0868, 0.0914, 0.1260, 0.1172, 0.1894]
}



<b>
{
  "formula": "C4H6O2",
  "method": "ωB97M-V/def2-TZVPD",
  "mol_weight_g_mol": 86.1,
  "homo_ha": [-0.27360, -0.27728],
  "species": ["O", "C", "C", "C", "C", "O", "H", "H", "H", "H", "H", "H"],
  "coordinates": [[0.37, 0.47, -1.94], [0.35, 0.06, -0.64], [-0.92, -0.65, -0.17], [-0.99, 0.08, 1.07], [1.42, 0.05, 0.24], [1.26, 0.01, 1.49], [0.80, 1.33, -1.99], [-0.84, -1.74, -0.09], [-1.69, -0.37, -0.89], [-0.92, -0.40, 2.04], [-1.28, 1.12, 1.05], [2.44, 0.02, -0.18]],
  "lowdin_charge": [0.0303, -0.3283, -0.1759, 0.1038, -0.2629, -0.0443, 0.1083, 0.1271, 0.1358, 0.0792, 0.0927, 0.1342]
}



Energy ordering: <a> at the bottom, the next structure 0.389 eV above.



<a>
{
  "formula": "C3H11NO",
  "method": "ωB97M-V/def2-TZVPD",
  "mol_weight_g_mol": 77.1,
  "smiles": "CNC.CO",
  "homo_ha": -0.33728,
  "species": ["C", "N", "C", "H", "H", "H", "H", "H", "H", "H", "C", "O", "H", "H", "H", "H"],
  "coordinates": [[-1.77, 0.72, -0.02], [-0.70, -0.21, 0.46], [-1.15, -1.55, 0.48], [-1.47, 1.63, -0.22], [-2.48, 0.84, 0.75], [-2.22, 0.44, -0.89], [-0.36, -0.01, 1.46], [-1.66, -1.85, 1.35], [-1.76, -1.77, -0.40], [-0.27, -2.30, 0.33], [2.14, 0.90, -0.04], [1.50, 0.13, -1.04], [2.40, 0.20, 0.86], [1.66, 1.92, 0.33], [3.07, 1.14, -0.46], [0.73, -0.27, -0.54]],
  "lowdin_charge": [-0.0555, -0.1925, -0.1720, 0.0260, 0.0716, 0.0604, 0.1535, 0.0553, 0.0802, 0.1163, -0.2218, -0.1778, 0.0984, 0.1009, 0.0351, 0.0219]
}



<b>
{
  "formula": "C3H11NO",
  "method": "ωB97M-V/def2-TZVPD",
  "mol_weight_g_mol": 77.1,
  "homo_ha": -0.31714,
  "species": ["C", "N", "C", "C", "H", "H", "H", "H", "H", "H", "H", "H", "H", "H", "H", "O"],
  "coordinates": [[-0.38, 0.86, 1.17], [-1.00, 0.18, 0.07], [-0.78, -1.28, 0.07], [-0.42, 0.51, -1.24], [-0.99, 0.83, 2.06], [-0.38, 1.94, 0.86], [0.58, 0.41, 1.35], [-1.43, -1.77, -0.67], [0.35, -1.46, 0.01], [-1.13, -1.70, 1.00], [0.53, 0.07, -1.19], [-0.56, 1.60, -1.58], [-1.08, -0.08, -1.89], [2.95, -0.64, -0.25], [1.17, 1.42, -0.03], [2.06, -0.30, -0.02]],
  "lowdin_charge": [-0.1469, -0.3162, -0.1223, -0.1611, 0.0955, 0.1014, 0.0487, 0.0867, 0.0878, 0.0721, 0.0095, 0.1164, 0.0903, -0.0151, 0.3615, -0.3084]
}



Energy ordering: <a> at the bottom, the next structure 4.839 eV above.



<a>
{
  "formula": "C3H11NO",
  "method": "ωB97M-V/def2-TZVPD",
  "mol_weight_g_mol": 77.1,
  "smiles": "CCCN.O",
  "homo_ha": -0.32070,
  "species": ["C", "C", "C", "N", "H", "H", "H", "H", "H", "H", "H", "H", "H", "O", "H", "H"],
  "coordinates": [[-0.08, 0.98, 0.06], [0.70, -0.17, -0.60], [0.60, -0.11, -2.13], [1.36, -1.19, -2.73], [-1.09, 0.59, 0.24], [-0.23, 1.82, -0.63], [0.38, 1.34, 0.97], [1.77, -0.22, -0.37], [0.22, -1.13, -0.34], [1.00, 0.85, -2.46], [-0.45, -0.20, -2.44], [1.87, -1.81, -2.12], [0.93, -1.75, -3.45], [-2.18, 0.33, 4.97], [-2.69, -0.36, 5.41], [-2.12, 1.03, 5.63]],
  "lowdin_charge": [-0.1099, -0.2678, -0.3253, -0.0259, 0.0709, 0.0691, 0.0607, 0.1025, 0.1041, 0.0990, 0.1131, 0.0548, 0.0549, -0.0647, 0.0297, 0.0348]
}



<b>
{
  "formula": "C3H11NO",
  "method": "ωB97M-V/def2-TZVPD",
  "mol_weight_g_mol": 77.1,
  "smiles": "CCCN.O",
  "homo_ha": -0.35651,
  "species": ["C", "C", "C", "N", "H", "H", "H", "H", "H", "H", "H", "H", "H", "O", "H", "H"],
  "coordinates": [[-1.52, 0.05, -1.20], [-0.50, 0.80, -0.33], [-0.93, 0.75, 1.16], [0.20, 0.97, 2.09], [-2.50, 0.53, -1.20], [-1.58, -0.96, -0.79], [-1.22, -0.10, -2.24], [0.49, 0.38, -0.48], [-0.52, 1.83, -0.71], [-1.55, -0.14, 1.27], [-1.56, 1.64, 1.25], [0.95, 1.28, 1.48], [0.07, 1.89, 2.52], [3.35, -2.96, -1.35], [3.76, -2.32, -0.76], [3.07, -3.64, -0.72]],
  "lowdin_charge": [-0.1291, -0.2745, -0.2917, -0.0172, 0.0738, 0.0706, 0.0638, 0.1021, 0.1020, 0.0962, 0.1035, 0.0438, 0.0571, -0.0656, 0.0339, 0.0313]
}



Energy ordering: <a> at the bottom, the next structure 0.229 eV above.



<a>
{
  "formula": "C19H21NO4",
  "method": "ωB97M-V/def2-TZVPD",
  "mol_weight_g_mol": 327.4,
  "homo_ha": -0.29858,
  "species": ["C", "H", "O", "C", "C", "C", "C", "C", "C", "H", "O", "C", "H", "H", "H", "C", "O", "C", "C", "C", "C", "C", "C", "H", "H", "N", "C", "H", "C", "O", "C", "C", "H", "H", "H", "H", "H", "H", "H", "H", "H", "H", "H", "H", "H"],
  "coordinates": [[-6.15, -2.23, 0.73], [-5.60, -2.35, 1.63], [-5.08, -2.22, -0.41], [-4.20, -1.39, -0.46], [-3.33, -1.66, -1.64], [-2.39, -0.65, -1.57], [-2.28, 0.36, -0.55], [-3.11, 0.62, 0.22], [-4.17, -0.30, 0.39], [-4.77, -0.28, 1.30], [-2.91, 1.82, 1.22], [-3.85, 1.93, 2.17], [-3.36, 2.54, 2.67], [-3.73, 1.08, 3.01], [-4.77, 2.01, 1.79], [-1.19, 1.49, -0.77], [-1.34, 2.45, -1.31], [0.20, 1.06, -0.41], [0.62, -0.01, 0.03], [1.76, -0.40, 0.59], [2.82, 0.43, 0.19], [2.46, 1.78, -0.15], [1.29, 2.12, -0.62], [1.02, 3.02, -0.95], [3.36, 2.58, -0.68], [4.23, 0.18, 0.69], [5.31, 0.36, -0.08], [5.12, 1.57, -0.74], [5.65, -0.66, -0.86], [6.05, -1.82, -0.15], [4.91, -2.06, 0.50], [4.43, -1.05, 1.35], [3.65, -1.28, 2.12], [5.28, -0.90, 2.11], [5.18, -3.11, 1.13], [4.10, -2.25, -0.08], [6.68, -0.38, -1.69], [4.93, -0.82, -1.43], [6.10, 0.84, 0.62], [1.85, -1.29, 1.01], [-0.20, -0.90, 0.41], [-1.78, -0.57, -2.21], [-3.58, -2.33, -2.16], [-6.93, -3.21, 0.49], [-6.87, -1.23, 0.52]],
  "lowdin_charge": [0.0215, 0.0583, -0.0517, -0.3892, 0.1503, 0.0558, -0.1578, -0.1696, 0.0519, 0.0911, -0.0658, -0.1574, 0.0151, 0.1457, 0.0658, -0.3324, 0.2221, -0.1254, -0.1269, -0.0190, -0.0944, -0.0481, 0.0190, 0.0678, 0.1807, -0.0864, -0.3130, 0.2067, -0.2506, -0.0377, -0.3294, -0.2315, 0.1504, 0.1599, 0.2053, 0.0919, 0.2276, 0.0525, 0.1604, 0.0606, 0.2048, 0.0148, 0.0072, 0.1476, 0.1515]
}



<b>
{
  "formula": "C19H21NO4",
  "method": "ωB97M-V/def2-TZVPD",
  "mol_weight_g_mol": 327.4,
  "smiles": "COc1ccc(CCNC(=O)COC(=O)Cc2ccccc2)cc1",
  "homo_ha": -0.30997,
  "species": ["C", "O", "C", "C", "C", "C", "C", "C", "N", "C", "O", "C", "O", "C", "O", "C", "C", "C", "C", "C", "C", "C", "C", "C", "H", "H", "H", "H", "H", "H", "H", "H", "H", "H", "H", "H", "H", "H", "H", "H", "H", "H", "H", "H", "H"],
  "coordinates": [[-2.86, -3.27, 0.69], [-2.37, -2.75, -0.54], [-2.29, -1.40, -0.67], [-2.67, -0.48, 0.29], [-2.46, 0.87, 0.07], [-1.89, 1.34, -1.10], [-1.54, 2.79, -1.25], [-0.05, 3.02, -0.92], [0.38, 2.21, 0.21], [-0.06, 2.43, 1.46], [-0.66, 3.42, 1.82], [0.31, 1.32, 2.46], [0.91, 0.21, 1.81], [0.31, -0.98, 1.86], [-0.68, -1.22, 2.50], [1.04, -2.00, 1.00], [2.10, -1.36, 0.16], [1.76, -0.72, -1.03], [2.72, -0.08, -1.79], [4.04, -0.07, -1.37], [4.39, -0.71, -0.20], [3.43, -1.35, 0.56], [-1.56, 0.41, -2.09], [-1.76, -0.94, -1.88], [-2.77, -4.35, 0.60], [-2.26, -2.91, 1.53], [-3.91, -3.00, 0.84], [-3.10, -0.79, 1.23], [-2.74, 1.58, 0.84], [-1.74, 3.15, -2.26], [-2.14, 3.38, -0.55], [0.58, 2.74, -1.77], [0.11, 4.07, -0.68], [0.81, 1.32, 0.01], [1.01, 1.72, 3.19], [-0.61, 1.00, 2.97], [0.29, -2.50, 0.38], [1.46, -2.75, 1.67], [0.73, -0.74, -1.36], [2.44, 0.41, -2.71], [4.79, 0.43, -1.97], [5.42, -0.71, 0.13], [3.71, -1.84, 1.48], [-1.14, 0.75, -3.02], [-1.50, -1.66, -2.64]],
  "lowdin_charge": [-0.0814, -0.0921, -0.2868, -0.0137, -0.0265, -0.2449, -0.1241, -0.1477, 0.0835, -0.4863, 0.0726, -0.0376, -0.0021, -0.4605, 0.1057, -0.0165, -0.2286, -0.0482, -0.0770, -0.0869, -0.0760, -0.0340, -0.0486, -0.0209, 0.0943, 0.0779, 0.0974, 0.1087, 0.1224, 0.1153, 0.1119, 0.1164, 0.1226, 0.1100, 0.1447, 0.1354, 0.1284, 0.1366, 0.0934, 0.1037, 0.1014, 0.1032, 0.1154, 0.1180, 0.1214]
}



Energy ordering: <b> at the bottom, the next structure 19.649 eV above.